Computed, not measured: one molecule with the formula C24H29ClN4O5S in a non-equilibrium geometry, with ωB97M-V/def2-TZVPD.

The geometry in XYZ format:
```
64
Properties=species:S:1:pos:R:3:forces:R:3:lowdin_charge:R:1
O 0.9516 0.4245 -3.3359 -0.248 0.136 -0.110 0.07
C 1.7982 -0.0859 -2.6350 0.461 -0.354 -0.262 -0.47
N 2.0658 0.2687 -1.3562 0.161 0.063 0.383 0.13
C 1.3150 1.1447 -0.5451 -0.280 0.334 -0.068 -0.16
C -0.0316 1.3460 -0.7927 0.165 0.046 -0.107 0.00
C -0.8091 2.0571 0.1008 -0.484 0.033 0.082 -0.30
C -0.2611 2.5497 1.2668 -0.227 0.057 -0.032 -0.07
C 1.0890 2.3900 1.5057 0.109 -0.039 -0.035 -0.03
C 1.9292 1.7294 0.5944 -0.426 0.069 -0.156 -0.18
N 3.2702 1.6160 0.8419 0.193 -0.101 0.090 -0.07
C 3.8494 2.1094 2.0806 0.016 0.010 0.318 -0.17
H 3.5910 3.1642 2.2457 -0.039 -0.039 0.041 0.12
H 3.4882 1.5198 2.9268 -0.014 0.108 0.044 0.13
C 5.3542 1.9822 1.8707 -0.117 0.094 -0.049 -0.16
H 5.6806 0.9616 2.0711 0.025 -0.040 0.037 0.12
H 5.9173 2.6645 2.5032 0.008 -0.020 0.062 0.11
C 5.4835 2.2916 0.3838 -0.100 -0.167 0.049 -0.16
H 6.4293 1.9658 -0.0436 0.022 0.019 -0.058 0.11
H 5.3687 3.3623 0.2111 -0.006 0.035 -0.030 0.12
C 4.2928 1.5264 -0.1916 0.319 0.088 -0.373 -0.16
H 3.9408 1.9462 -1.1356 0.045 -0.073 0.056 0.13
H 4.5910 0.4817 -0.3466 -0.005 0.032 -0.152 0.11
H 1.4960 2.7870 2.4198 0.080 0.044 0.073 0.10
H -0.8984 3.0584 1.9721 -0.017 0.077 0.142 0.11
S -2.5400 2.2584 -0.2466 0.236 -0.385 0.013 0.69
O -2.7288 3.0360 -1.4359 0.093 -0.153 -0.239 -0.28
O -3.1995 2.7070 0.9537 0.254 -0.129 0.074 -0.29
N -2.9524 0.6650 -0.6206 0.377 1.058 0.060 -0.23
C -3.1854 -0.1643 0.5426 -0.278 -0.189 0.505 -0.18
H -2.4832 0.1475 1.3158 0.018 -0.226 0.129 0.10
C -4.6258 -0.0228 1.0456 0.260 0.010 0.151 -0.18
H -4.8399 -0.7553 1.8262 0.070 0.065 0.019 0.13
O -5.5524 -0.2721 0.0094 -0.089 -0.184 -0.056 -0.13
C -5.3632 0.6275 -1.0635 0.155 0.020 -0.270 -0.18
C -3.9570 0.4889 -1.6499 -0.517 0.210 -0.263 -0.17
H -3.7771 1.2516 -2.4064 -0.129 -0.162 -0.141 0.11
H -3.8244 -0.5082 -2.0835 0.015 0.079 0.026 0.13
H -6.1254 0.3810 -1.8047 0.056 0.102 -0.001 0.13
H -5.5030 1.6618 -0.7158 -0.061 -0.057 -0.052 0.13
H -4.7623 0.9938 1.4387 -0.036 -0.168 0.012 0.12
H -2.9834 -1.2046 0.2620 0.031 0.089 0.046 0.12
H -0.4925 0.9282 -1.6708 0.075 -0.126 -0.097 0.12
H 2.7334 -0.2798 -0.8296 -0.081 -0.119 -0.131 0.09
C 2.7076 -1.1833 -3.1952 -0.161 -0.067 0.070 -0.07
H 3.6392 -0.7170 -3.5233 0.014 -0.004 -0.061 0.12
H 2.2026 -1.5658 -4.0844 0.015 0.105 0.041 0.12
C 3.0314 -2.3318 -2.2351 0.246 0.114 -0.089 -0.17
N 1.8769 -2.7903 -1.4956 -0.069 -0.096 -0.344 0.08
C 1.7374 -2.5475 -0.1703 0.007 -0.184 -0.181 -0.47
O 2.5776 -1.9361 0.4642 0.148 0.053 0.270 0.03
C 0.4967 -3.1241 0.4264 -0.121 0.018 0.259 -0.15
C 0.0922 -4.4122 0.0808 0.001 0.105 0.036 -0.03
C -1.0359 -4.9785 0.6429 -0.067 -0.047 -0.005 -0.07
C -1.7833 -4.2582 1.5613 0.055 -0.033 -0.056 -0.07
C -1.3956 -2.9812 1.9216 0.111 0.078 -0.014 -0.11
C -0.2560 -2.4169 1.3644 0.041 -0.124 -0.059 -0.56
Cl 0.1868 -0.8144 1.8249 -0.144 -0.046 0.232 0.85
H -1.9668 -2.4140 2.6387 -0.053 0.089 0.076 0.11
H -2.6675 -4.6929 2.0013 -0.085 -0.030 0.049 0.11
H -1.3304 -5.9794 0.3676 -0.019 -0.087 -0.016 0.11
H 0.6876 -4.9842 -0.6162 0.055 -0.032 -0.055 0.12
H 1.1109 -3.1855 -2.0167 -0.051 0.014 0.146 0.15
H 3.4431 -3.1701 -2.8072 0.047 0.129 0.094 0.12
H 3.7752 -2.0344 -1.4912 -0.059 -0.099 -0.128 0.12
```
Forces are in eV/Å.

## Properties
HOMO = -0.28453 Ha
Total charge = 0
Frontier orbital gap = 8.1 eV
Molecular weight = 521.04 g/mol
SMILES = O=C(CCNC(=O)c1ccccc1Cl)Nc1cc(S(=O)(=O)N2CCOCC2)ccc1N1CCCC1
Largest force on an atom = 1.12 eV/Å
Lowest unoccupied orbital energy = 0.013 hartree

***

Computed, not measured: C24H29CuO3SSb as an isolated structure, with ωB97M-V/def2-TZVPD.

The geometry in XYZ format:
```
59
Properties=species:S:1:pos:R:3:forces:R:3:lowdin_charge:R:1
Cu -1.7364 -1.2488 -0.1227 0.174 -0.115 0.025 0.05
C -2.9329 0.7518 -2.1899 0.048 -0.080 0.019 -0.06
O -2.5582 -0.6192 -2.0474 -0.221 0.081 0.027 -0.25
C -3.6306 -1.5282 -2.3340 0.171 0.083 -0.097 -0.15
C -4.5247 -1.7012 -1.1369 -0.086 -0.079 0.140 -0.16
O -3.7154 -2.2502 -0.1001 -0.106 0.077 0.043 -0.18
C -4.2900 -2.1671 1.2086 0.017 -0.143 -0.172 -0.14
C -4.0687 -0.8059 1.8124 0.015 0.123 0.082 -0.19
O -2.6700 -0.5740 1.8430 -0.138 0.078 -0.054 -0.23
C -2.3274 0.6663 2.4517 -0.069 -0.144 0.117 -0.06
H -3.3593 0.9263 -3.1793 0.010 0.000 -0.015 0.10
H -2.0251 1.3401 -2.0829 0.018 0.022 0.000 0.09
H -3.6561 1.0496 -1.4261 -0.003 0.037 -0.004 0.09
H -3.1590 -2.4773 -2.5856 0.002 -0.017 0.010 0.14
H -4.1999 -1.1745 -3.1965 0.001 0.009 -0.008 0.14
H -5.3503 -2.3793 -1.3715 0.014 -0.023 0.002 0.15
H -4.9497 -0.7437 -0.8205 -0.019 0.016 -0.037 0.12
H -3.7798 -2.9232 1.8028 0.018 -0.002 0.005 0.15
H -5.3546 -2.4097 1.1699 -0.012 0.019 0.005 0.14
H -4.4841 -0.7876 2.8255 0.021 0.012 0.012 0.14
H -4.5637 -0.0160 1.2326 -0.024 0.004 0.009 0.13
H -2.8052 0.7540 3.4297 -0.015 -0.021 0.035 0.11
H -2.6343 1.5078 1.8236 -0.053 -0.053 0.035 0.09
H -1.2468 0.6807 2.5697 -0.126 -0.056 0.037 0.08
S 0.1934 -2.2273 0.2962 0.073 -0.209 0.069 0.23
Sb 1.6636 -0.4989 0.1160 -0.114 -0.226 0.060 1.32
C 3.5532 -1.0574 0.7818 0.158 -0.141 0.111 -0.36
C 4.6597 -0.9565 -0.0563 0.003 0.049 0.048 -0.11
C 5.9027 -1.3775 0.3971 -0.045 0.008 0.024 -0.07
C 6.0332 -1.8969 1.6768 0.009 -0.004 0.004 -0.06
C 4.9265 -2.0066 2.5091 -0.008 0.017 -0.021 -0.07
C 3.6796 -1.5931 2.0639 0.100 0.000 -0.067 -0.13
C 1.0830 1.1755 1.2093 -0.057 0.292 0.126 -0.36
C 1.7722 1.5663 2.3532 -0.134 0.104 0.027 -0.10
C 1.3484 2.6875 3.0586 0.037 -0.086 -0.008 -0.06
C 0.2514 3.4132 2.6180 -0.070 0.019 -0.061 -0.06
C -0.4293 3.0285 1.4688 0.189 0.093 -0.055 -0.10
C -0.0158 1.9080 0.7646 0.254 0.193 -0.015 -0.16
C 1.7995 0.2135 -1.8251 0.046 0.119 -0.313 -0.37
C 2.6344 1.2946 -2.1091 -0.116 -0.031 -0.155 -0.12
C 2.6965 1.7804 -3.4075 -0.007 -0.017 0.036 -0.07
C 1.9248 1.1959 -4.4047 -0.006 0.002 -0.008 -0.07
C 1.0892 0.1265 -4.1147 0.003 0.001 0.036 -0.07
C 1.0241 -0.3731 -2.8198 0.085 0.067 -0.053 -0.12
H 4.5628 -0.5559 -1.0583 -0.015 -0.017 -0.005 0.09
H 6.7656 -1.3039 -0.2510 -0.002 0.001 0.000 0.11
H 7.0027 -2.2269 2.0260 -0.004 0.002 0.004 0.11
H 5.0340 -2.4223 3.5021 -0.007 -0.001 -0.004 0.11
H 2.8167 -1.7084 2.7100 -0.023 0.010 -0.023 0.10
H 2.6369 1.0121 2.6970 0.011 -0.014 -0.009 0.10
H 1.8809 2.9968 3.9481 -0.002 -0.005 0.000 0.11
H -0.0699 4.2892 3.1660 0.002 -0.002 0.000 0.11
H -1.2752 3.6073 1.1201 0.003 0.007 0.004 0.11
H -0.5442 1.6181 -0.1382 -0.002 -0.051 -0.012 0.09
H 3.2284 1.7650 -1.3335 -0.007 -0.013 0.026 0.11
H 3.3443 2.6147 -3.6416 -0.001 0.000 0.001 0.11
H 1.9765 1.5779 -5.4158 0.005 0.003 0.003 0.11
H 0.4925 -0.3239 -4.8972 0.005 -0.001 -0.001 0.11
H 0.3798 -1.2133 -2.5859 0.000 0.005 0.014 0.08
```
Forces are in eV/Å.

## Properties
HOMO = -0.40381 Ha
Total charge = +1
Frontier orbital gap = 9.0 eV
Molecular weight = 582.87 g/mol
Largest force on an atom = 0.34 eV/Å
Lowest unoccupied orbital energy = -0.073 hartree

***

Computed, not measured: C24H29F6I3OSbSiTi as an isolated structure in a non-equilibrium geometry, with ωB97M-V/def2-TZVPD.

The geometry in XYZ format:
```
66
Properties=species:S:1:pos:R:3:forces:R:3:mulliken_spin:R:1
Ti -0.6681 -0.1138 0.1607 -1.771 1.384 -2.780 0.01
C 2.3924 2.7729 -1.6138 0.003 -0.021 0.147 0.00
C 2.3130 1.8979 -0.3908 0.015 0.009 -0.121 0.00
C 3.3178 0.9800 -0.1141 -0.050 0.015 0.071 0.00
C 3.2877 0.2069 1.0422 0.026 0.013 -0.029 0.00
C 2.2527 0.3490 1.9478 0.047 0.009 0.031 0.00
C 1.2366 1.2672 1.6915 0.265 0.335 0.104 -0.01
C 1.2596 2.0310 0.5222 0.247 -0.004 0.293 0.00
H 1.4044 3.1027 -1.9320 0.013 0.012 -0.021 0.00
H 2.8837 2.2540 -2.4381 -0.015 0.015 -0.025 0.00
H 2.9824 3.6633 -1.3850 -0.017 0.033 -0.070 0.00
H 4.1349 0.8632 -0.8171 0.011 0.008 0.005 0.00
H 4.0808 -0.5057 1.2292 -0.007 -0.006 0.020 0.00
H 2.2175 -0.2501 2.8478 -0.028 -0.008 -0.007 0.00
H 0.4785 1.4423 2.4468 -0.092 -0.093 -0.080 0.00
H 0.5195 2.8076 0.3710 -0.075 -0.098 -0.093 0.00
I 1.1931 -1.1381 -1.9351 0.126 -2.316 0.358 0.00
I 1.0845 -3.9235 -1.0188 0.143 1.945 -0.664 0.00
I -3.9855 -1.2361 0.3931 -0.278 -0.098 0.301 0.25
C -2.1480 -1.5343 -0.5684 0.927 0.355 0.394 0.00
H -2.2938 -1.3857 -1.6336 -0.123 0.023 0.033 0.01
H -1.7967 -2.5305 -0.3156 -0.184 -0.062 -0.023 -0.01
C -2.0507 -0.0657 -4.1038 0.116 0.061 -0.294 0.00
C -1.5781 1.3913 -4.0771 -0.117 0.417 0.948 0.00
C -2.3613 2.2116 -5.1149 0.202 -0.083 -0.142 0.00
C -0.0771 1.4716 -4.3778 -0.093 -0.266 -0.254 0.00
Si -1.8426 2.0460 -2.2781 -0.349 0.258 -1.246 0.00
O -1.0892 0.9967 -1.2710 0.435 0.028 0.235 0.00
C -3.6784 2.2738 -1.8661 0.313 -0.178 0.371 0.01
C -4.0175 2.2676 -0.5078 -0.048 0.132 -0.048 0.01
C -5.2966 2.5848 -0.0744 0.002 -0.021 0.028 0.01
C -6.2764 2.9221 -0.9950 0.037 0.009 -0.008 0.00
C -5.9582 2.9547 -2.3446 -0.043 -0.034 -0.031 0.00
C -4.6786 2.6305 -2.7740 0.005 -0.073 0.030 0.00
C -1.1661 3.8012 -2.0671 -0.049 -0.140 0.216 0.00
C -0.6796 4.6288 -3.0796 -0.001 -0.016 0.004 0.00
C -0.2941 5.9388 -2.8222 0.010 0.016 -0.011 0.00
C -0.3954 6.4561 -1.5409 0.046 -0.040 0.074 0.00
C -0.8947 5.6593 -0.5194 0.009 -0.053 0.066 0.00
C -1.2763 4.3536 -0.7837 0.043 0.000 -0.104 0.00
H -2.0539 -0.4343 -5.1361 0.015 -0.049 0.014 0.00
H -3.0692 -0.1652 -3.7184 0.011 -0.030 0.027 0.00
H -1.3803 -0.7069 -3.5306 -0.072 -0.036 0.045 0.00
H -1.8599 2.1555 -6.0873 -0.022 -0.034 -0.011 0.00
H -2.4425 3.2678 -4.8538 -0.047 0.011 -0.042 0.00
H -3.3639 1.8092 -5.2534 -0.018 0.045 0.002 0.00
H 0.1417 0.9296 -5.3054 0.038 0.020 -0.008 0.00
H 0.5248 1.0099 -3.5904 0.016 0.075 0.034 0.00
H 0.2649 2.4968 -4.5048 0.059 -0.017 0.028 0.00
H -3.2650 2.0305 0.2329 -0.025 -0.076 0.013 -0.02
H -5.5247 2.5723 0.9844 -0.007 -0.013 0.004 0.00
H -7.2785 3.1629 -0.6646 0.003 0.030 0.002 0.00
H -6.7103 3.2392 -3.0699 -0.007 -0.037 -0.011 0.00
H -4.4715 2.6598 -3.8323 -0.015 0.063 0.000 0.00
H -0.5982 4.2627 -4.0939 0.000 0.017 -0.006 0.00
H 0.0846 6.5546 -3.6283 0.000 0.005 0.000 0.00
H -0.0835 7.4702 -1.3271 -0.026 0.025 -0.056 0.00
H -0.9926 6.0545 0.4839 0.016 0.019 -0.003 0.00
H -1.6820 3.7508 0.0224 0.009 0.038 0.038 0.00
F 0.2023 -1.3389 1.0016 0.811 -1.213 0.989 -0.01
Sb -2.0030 -1.2401 3.3232 1.723 -0.852 0.348 0.41
F -0.2191 -1.7442 3.7178 -0.173 0.017 -0.090 0.01
F -1.2558 0.4958 3.9640 -0.933 -0.550 -0.316 0.12
F -2.5493 -2.0253 4.9706 -0.277 0.265 -0.505 0.06
F -1.6732 0.8188 1.2539 -0.254 -0.029 0.981 0.04
F -1.8156 -2.8297 2.0727 -0.524 0.838 0.843 0.12
```
Forces are in eV/Å.

## Properties
HOMO (alpha / beta) = -0.33380 / -0.33240 Ha
Total charge = 0
2S+1 = 2
Frontier orbital gap (alpha / beta) = 5.9 / 5.2 eV
Molecular weight = 1025.91 g/mol
Largest force on an atom = 3.57 eV/Å
Lowest unoccupied orbital energy (alpha / beta) = -0.119 / -0.141 hartree

***

Computed, not measured: one molecule with the formula C24H29N3O3 in a non-equilibrium geometry, with ωB97M-V/def2-TZVPD.

The geometry in XYZ format:
```
59
Properties=species:S:1:pos:R:3:forces:R:3:lowdin_charge:R:1
O 3.0889 -1.5225 -3.2076 0.440 -0.045 0.071 0.04
C 2.0367 -0.9376 -3.4167 -0.299 0.231 -0.248 -0.46
N 0.9237 -1.5985 -3.7968 -0.100 -0.314 -0.026 -0.05
C -0.3082 -0.9590 -4.2098 -0.115 0.246 0.024 -0.10
C -1.1018 -0.3715 -3.0629 -0.191 -0.006 -0.058 -0.23
C -1.7625 0.8408 -3.2203 0.050 -0.126 -0.036 -0.06
C -2.4916 1.3846 -2.1774 -0.060 0.129 0.020 -0.08
C -2.5645 0.7217 -0.9641 -0.053 0.054 0.028 -0.10
C -1.9132 -0.4890 -0.8022 -0.061 -0.073 0.004 -0.09
C -1.1882 -1.0349 -1.8462 -0.151 0.039 -0.134 -0.05
H -0.6670 -1.9664 -1.7019 0.112 -0.107 0.027 0.11
H -1.9573 -1.0090 0.1419 0.007 -0.054 0.123 0.10
H -3.1284 1.1507 -0.1486 -0.048 0.032 0.085 0.10
H -2.9971 2.3300 -2.3113 -0.042 0.072 -0.005 0.10
H -1.7036 1.3648 -4.1648 0.034 0.054 -0.098 0.11
H -0.0948 -0.1825 -4.9523 -0.117 -0.081 0.029 0.13
H -0.9168 -1.7203 -4.7077 0.135 0.090 -0.051 0.14
C 0.9969 -3.0471 -3.8530 0.365 -0.221 -0.286 -0.13
H 1.7333 -3.3602 -3.1070 -0.189 -0.036 -0.052 0.13
H 0.0250 -3.4734 -3.5975 0.003 0.020 0.020 0.13
C 1.4398 -3.5452 -5.2347 -0.250 -0.218 0.204 -0.25
O 2.6179 -2.9271 -5.6794 0.342 0.153 0.010 -0.06
H 3.1679 -2.7291 -4.9058 -0.049 0.051 -0.059 0.07
H 0.6761 -3.3267 -5.9896 -0.017 -0.074 0.090 0.12
H 1.5707 -4.6379 -5.1846 -0.141 0.110 -0.004 0.12
C 1.9510 0.5761 -3.2876 0.212 -0.097 0.230 -0.07
H 0.9262 0.9087 -3.1474 0.030 0.067 -0.086 0.10
H 2.3571 1.0163 -4.2014 -0.047 -0.028 -0.011 0.14
C 2.7961 1.0100 -2.0906 0.151 0.053 -0.051 -0.08
C 2.1793 0.5049 -0.8427 -0.280 -0.311 -0.040 -0.31
N 1.3854 -0.5043 -0.7165 0.644 0.384 -1.158 0.12
N 1.0626 -0.5971 0.5930 -0.206 0.010 1.351 0.12
C 1.6725 0.3618 1.2043 -0.152 -0.548 0.046 -0.34
O 2.4075 1.1099 0.3459 0.059 0.148 0.086 0.16
C 1.5977 0.7080 2.6403 0.031 0.397 -0.047 -0.10
H 2.5980 0.9590 2.9984 -0.016 -0.108 0.073 0.13
H 1.2361 -0.1652 3.1792 0.084 -0.059 -0.041 0.11
C 0.6648 1.9060 2.8732 -0.091 0.000 -0.079 -0.18
C -0.7390 1.7089 2.3013 0.123 -0.045 0.095 -0.19
H -0.6794 1.5471 1.2226 -0.053 0.079 -0.046 0.09
H -1.3036 2.6288 2.4691 -0.035 0.016 -0.068 0.11
C -1.4964 0.5306 2.9264 0.032 0.216 -0.107 -0.16
C -1.6119 0.6637 4.4185 -0.053 -0.139 -0.035 -0.24
C -2.3973 1.6684 4.9726 0.019 -0.004 -0.004 -0.05
C -2.4914 1.8197 6.3437 -0.050 0.083 0.028 -0.08
C -1.8014 0.9639 7.1859 0.021 -0.020 0.117 -0.10
C -1.0243 -0.0459 6.6466 0.042 -0.020 0.131 -0.08
C -0.9315 -0.1931 5.2734 -0.009 0.016 -0.057 -0.05
H -0.3289 -0.9909 4.8620 0.053 -0.086 -0.067 0.11
H -0.4885 -0.7221 7.2969 0.037 -0.052 0.051 0.10
H -1.8737 1.0811 8.2571 -0.007 0.005 0.081 0.10
H -3.1063 2.6058 6.7577 -0.051 0.055 0.030 0.10
H -2.9444 2.3359 4.3217 -0.061 0.077 -0.082 0.11
H -0.9910 -0.3994 2.6653 -0.066 -0.093 -0.017 0.10
H -2.4978 0.5011 2.4894 0.008 -0.107 -0.042 0.11
H 1.1092 2.7917 2.4125 0.017 0.022 0.084 0.12
H 0.5970 2.0826 3.9484 0.060 0.081 0.001 0.11
H 3.7968 0.5773 -2.1870 -0.045 0.123 0.000 0.13
H 2.8877 2.0959 -2.0321 -0.008 -0.043 -0.045 0.13
```
Forces are in eV/Å.

## Properties
HOMO = -0.33105 Ha
Total charge = 0
Frontier orbital gap = 9.7 eV
Molecular weight = 407.51 g/mol
SMILES = O=C(CCc1nnc(CCCCc2ccccc2)o1)N(CCO)Cc1ccccc1
Largest force on an atom = 1.38 eV/Å
Lowest unoccupied orbital energy = 0.026 hartree

***

Number 1: energy -64914.967 eV. Number 2: energy -93506.856 eV. Number 3: energy -105549.918 eV. Number 4: energy -35971.979 eV.